# C4H36NO16

A 14-piece molecular cluster, C4H36NO16 overall at a distorted geometry (wB97M-V/def2-TZVPD, the OMol25 dataset).

Each line ends with the natural charge from an NBO analysis.
Element x y z (Å)
O (0.48192, -2.65692, 1.64803)  -0.526
C (0.96569, -1.66718, 1.14515)  0.800
O (2.30520, -1.91776, 0.61110)  -0.799
C (0.60435, -0.24375, 1.00648)  -0.197
C (-0.70468, -0.09838, 0.17019)  0.071
C (-0.47206, -0.64460, -1.19963)  -0.676
O (-1.67629, -0.92231, 0.66958)  -0.769
N (1.67977, 0.53689, 0.23415)  -0.808
H (2.48534, -2.89005, 0.27509)  0.519
H (0.40163, 0.15363, 2.04198)  0.288
H (-1.03210, 0.94373, 0.40152)  0.222
H (-0.05672, -0.00044, -1.88064)  0.232
H (-1.26927, -1.28313, -1.64596)  0.262
H (0.28229, -1.61920, -1.15463)  0.220
H (-1.79905, -0.90429, 1.69456)  0.528
H (1.22400, 1.42728, -0.18157)  0.471
H (2.37714, -0.96296, 2.86327)  0.502
H (2.58673, 0.86284, 0.89526)  0.512
H (-3.54262, -0.26394, -0.28754)  0.497
H (-4.53991, 0.26095, -1.38835)  0.470
O (-3.70004, 0.36322, -1.05973)  -0.968
H (-1.52974, -3.37586, 3.12999)  0.471
H (-2.83885, -3.17393, 2.57979)  0.461
O (-2.01345, -2.80612, 2.67765)  -0.923
H (-0.91144, -3.86395, -1.89941)  0.505
H (0.56807, -4.35996, -1.95447)  0.478
O (-0.05107, -3.74889, -2.14859)  -0.974
H (2.36604, 0.53613, 3.39388)  0.500
H (2.03694, -0.00826, -0.65941)  0.489
O (2.62149, -0.01567, 2.60505)  -0.976
H (-2.30134, 1.43449, -2.75039)  0.512
H (-2.34958, 2.95781, -2.57699)  0.460
O (-2.17718, 2.22832, -2.14818)  -0.950
H (4.06254, 2.26948, 0.89628)  0.491
H (4.19238, 1.27809, 2.12657)  0.513
O (3.58350, 2.02366, 1.70503)  -0.940
H (-1.65105, 0.90166, 3.01394)  0.474
H (-1.74952, 0.74174, 4.47440)  0.478
O (-1.53843, 0.32720, 3.68860)  -0.946
H (1.97801, -2.05889, -3.00219)  0.462
H (0.65043, -2.09049, -3.65992)  0.488
O (1.43812, -1.57964, -3.63925)  -0.946
H (-1.59616, -3.02053, 0.38877)  0.507
H (-2.94827, -3.85034, 0.39254)  0.468
O (-2.04635, -3.84396, 0.11943)  -0.980
H (2.81307, 1.90317, -2.70421)  0.467
H (2.78864, 0.61144, -3.44548)  0.474
O (2.46619, 1.03790, -2.77981)  -0.934
H (-1.78400, 2.73932, 0.65426)  0.500
H (-1.26948, 3.23902, 1.95268)  0.478
O (-1.30089, 2.39282, 1.59845)  -0.966
H (-1.57834, 4.55413, -0.88246)  0.463
H (-0.98170, 3.43291, -1.66015)  0.478
O (-0.76920, 4.27011, -1.35634)  -0.956
H (1.54170, 3.80803, -0.28482)  0.504
H (1.83235, 3.48462, -1.80089)  0.494
O (1.84524, 3.15078, -0.90265)  -0.977

Forces on atoms 1 to 6 (eV/Å):
O -0.637 2.534 -0.440
C 3.384 -4.848 -0.298
O -0.496 -0.923 -1.264
C -0.409 1.332 -0.297
C 0.257 0.400 0.921
C 1.098 -4.533 0.083

The HOMO energy is -12.918 eV. The frontier orbital gap comes out at 10.362 eV. The charge is +1. Its spin multiplicity is 1. The value obtained for the calculated total energy is -38972.6899 eV. For the relative energy (zero: lowest compared OMol25 entry of this formula, charge and spin), the calculation gives 439.6 kJ/mol.